This record from the OMol25 dataset describes a cluster of 2 separate species, CH6O2 in total. The level of theory is ωB97M-V with the def2-TZVPD basis set.

Geometry as XYZ:
```
9
CH6O2 (ωB97M-V with the def2-TZVPD basis set)
C -1.178 -0.436 0.010
O -0.393 0.857 0.002
H -0.908 -0.936 0.890
H -2.272 -0.341 -0.007
H -0.968 -1.217 -0.866
H -1.051 1.431 -0.437
O 2.429 -0.147 -0.095
H 2.872 0.603 0.355
H 1.470 0.186 0.148
```

E_HOMO: -10.81 eV
total charge: 0
electronic energy: -192.13341 a.u.
orbital gap: 11.5421 eV
SMILES string: CO.O
energy relative to the best compared isomer or geometry (same formula, charge and spin): 15.55 kcal/mol